[1]
# C29H46NO3P2Zr

A molecular structure, C29H46NO3P2Zr in a non-equilibrium geometry (ωB97M-V with the def2-TZVPD basis set, OMol25).

```
82
Properties=species:S:1:pos:R:3
C -1.3107 2.3893 -3.9681
C -1.3674 1.3264 -3.0666
N -0.1759 0.9145 -2.5035
C 1.0051 1.5288 -2.7189
C 1.0725 2.5719 -3.6308
C -0.0982 2.9933 -4.2587
C -2.5757 0.5949 -2.7371
P -2.6897 -0.5716 -1.3984
Zr -0.2377 -0.5658 -0.8125
P 2.2004 -0.5778 -1.1494
C 2.2002 1.1330 -1.8545
C -0.3257 -2.4413 0.3836
C -0.7356 -2.0828 1.6714
C -0.7495 -3.0817 2.6352
C -0.3706 -4.3867 2.3144
C 0.0343 -4.6861 1.0069
C 0.0633 -3.7009 0.0272
O -1.7990 -1.2618 -4.8589
O 0.8691 -1.6096 -4.6659
H -2.2328 2.7130 -4.4251
H 2.0289 3.0383 -3.8064
H -0.0658 3.8071 -4.9740
C -3.5114 0.0751 0.0468
C -3.5240 -2.0450 -1.8978
H 3.1301 1.2469 -2.4205
H 2.2485 1.8238 -0.9925
H -2.1234 -0.6447 -4.1573
H -3.5154 1.0186 -3.1067
C 2.9820 -0.5103 0.4378
C 3.0401 -1.6482 -2.2237
H -1.0200 -1.0698 1.9331
H -1.0653 -2.8270 3.6397
H -0.3932 -5.1654 3.0802
H 0.3272 -5.6960 0.7448
H 0.3795 -3.9396 -0.9832
H -0.4678 -2.1355 -2.0605
H 0.8673 -2.5655 -4.8479
H -0.0853 -1.3576 -4.7986
H -2.1256 -0.8708 -5.6807
H 0.0091 -1.5473 -2.5419
H -4.5467 0.2774 -0.2340
H -3.4859 -0.6699 0.8553
H -3.0397 0.9958 0.4086
H -4.5754 -1.7883 -2.0500
H -3.1023 -2.4357 -2.8326
H -3.4439 -2.8141 -1.1160
H 4.0802 -1.3176 -2.2718
H 2.9999 -2.6774 -1.8378
H 2.5723 -1.6264 -3.2192
H 4.0200 -0.2242 0.2981
H 2.4922 0.2009 1.1123
H 2.9227 -1.4982 0.9112
C -0.8419 2.8314 -0.3943
C -0.8539 3.3662 1.0024
C -2.2696 3.6360 1.5153
C -0.0342 2.5130 2.0016
C 0.2147 3.2943 3.1385
C 0.9083 2.8118 4.2242
C 1.3555 1.5146 4.1917
C 1.1341 0.6639 3.0894
C 1.6983 -0.7552 3.3789
C 3.2232 -0.7895 3.6266
C 1.0235 -1.3738 4.6124
C 0.4313 1.1580 1.9292
O 0.2203 0.4257 0.8699
H -1.2826 1.8193 -0.4153
H 0.1926 2.7899 -0.7391
H -1.4137 3.4716 -1.0739
H -0.3400 4.3369 0.8993
H -2.8083 2.6973 1.6860
H -2.2487 4.1751 2.4628
H -2.8284 4.2396 0.7948
H -0.1279 4.3336 3.2113
H 1.0969 3.4513 5.1020
H 1.8920 1.1723 5.0934
H 1.4626 -1.3725 2.5031
H 3.4881 -0.2782 4.5569
H 3.5521 -1.8319 3.7116
H 3.8050 -0.3222 2.8289
H -0.0615 -1.2497 4.5667
H 1.2708 -2.4391 4.6798
H 1.3566 -0.8980 5.5408
```

Results
- HOMO-LUMO gap: 6.80 eV
- Net charge: +1
- E: -58303.8058 eV
- LUMO: -3.4 eV
- E_HOMO: -10.185 eV



[2]
# C29H46P2ReSe

A molecular structure, C29H46P2ReSe in a non-equilibrium geometry (ωB97M-V with the def2-TZVPD basis set, OMol25).

```
79
Properties=species:S:1:pos:R:3
Re 0.6192 -1.2271 -0.0409
C -0.3792 -2.6404 1.2204
C 0.9152 -3.1297 0.8378
C 1.2214 -1.1533 1.9943
C -0.1933 -1.3707 1.8625
C 1.9043 -2.3002 1.4732
C -1.6266 -3.4351 1.3230
H -1.4137 -4.5043 1.2207
H -2.3604 -3.1516 0.5681
H -2.0933 -3.2807 2.3109
C -1.2394 -0.5404 2.5018
H -2.1657 -1.1027 2.6745
H -1.5096 0.3251 1.8882
H -0.9217 -0.1145 3.4659
C 1.7825 0.0037 2.7675
H 1.3354 0.0679 3.7754
H 1.5374 0.9571 2.2745
H 2.8807 -0.0622 2.8823
C 3.3523 -2.5929 1.6613
H 3.6481 -2.4968 2.7325
H 3.9714 -1.8757 1.0933
H 3.5909 -3.6176 1.3168
C 1.1522 -4.3381 0.0360
H 1.6744 -5.1395 0.5523
H 1.7486 -4.1330 -0.8475
H 0.2245 -4.7639 -0.3358
C -0.8958 1.2907 -2.7303
C -1.7962 0.1456 -2.8389
C -1.2319 -0.8410 -3.8888
C 0.2173 -1.3152 -3.6798
C 0.9355 -0.8068 -2.3971
C 1.8858 0.3428 -2.4745
C 1.4729 1.5716 -3.3532
C 0.0021 1.7197 -3.8390
H -1.3308 -0.4067 -4.8938
H 0.7993 -1.0419 -4.5620
H -1.8600 -1.7258 -3.9293
H -0.1440 1.2061 -4.8086
H -1.1942 2.1417 -2.1026
H -2.7823 0.4784 -3.1886
H -0.1527 2.8042 -4.0725
H 1.6251 2.4578 -2.7477
H 2.8836 0.0409 -2.8439
H 2.1602 1.7031 -4.2184
H 0.2206 -2.4136 -3.6390
H 1.5201 -1.6818 -2.0325
P -2.5574 -0.5262 -1.2137
C -3.5531 0.7974 -0.5268
C -2.8630 -2.2621 -1.6992
P 2.7888 0.4259 -0.4853
C -0.9523 -0.2448 -0.4964
C 4.3545 -0.5191 -0.8560
C 3.1020 2.1343 -0.6803
H -2.9043 1.5487 -0.0435
H -4.2510 0.3815 0.2186
H -4.1307 1.2785 -1.3511
H -1.9652 -2.8693 -1.6991
H -3.2921 -2.2765 -2.7358
H -3.6076 -2.7149 -1.0357
H 3.0588 2.2385 -1.7592
H 4.0833 2.5024 -0.3685
H 2.2984 2.7135 -0.2253
H -0.9014 0.7873 -0.1596
H -0.0520 -0.3873 -1.5578
H 5.2031 -0.2774 -0.1728
H 4.6114 -0.2316 -1.8963
H 4.1702 -1.6156 -0.8206
Se -0.3794 3.1203 1.2406
C -1.2462 3.6497 2.7583
C -2.3075 4.5780 2.6671
C -2.9768 5.0266 3.8358
C -2.5721 4.5506 5.1036
C -1.5330 3.6266 5.1958
C -0.8674 3.1770 4.0499
H -2.6035 4.9603 1.7051
H -3.8015 5.7367 3.7508
H -3.0737 4.9248 6.0074
H -1.2326 3.2390 6.1715
H -0.0368 2.4743 4.1102
```

Results
- HOMO-LUMO gap (alpha / beta): 6.10 / 5.91 eV
- Net charge: +2
- Energy relative to the best compared isomer or geometry (same formula, charge and spin): 8.275 eV
- 2S+1: 4
- ⟨S²⟩: 4.00
- E: -116849.6545 eV
- LUMO (alpha / beta): -6.6 / -7.1 eV
- E_HOMO (alpha / beta): -12.728 / -13.030 eV



[3]
# C29H46P2TeY

A molecular structure, C29H46P2TeY in a non-equilibrium geometry (ωB97M-V with the def2-TZVPD basis set, OMol25).

```
79
Properties=species:S:1:pos:R:3
Y -1.6463 -1.2140 0.4105
C -0.0564 0.8227 -0.3048
C -0.7379 0.4428 -1.5035
C -2.3241 1.2097 0.0046
C -1.0312 1.3325 0.6126
C -2.1391 0.6675 -1.3036
C 1.4127 0.9790 -0.1323
H 1.7426 0.6147 0.8511
H 1.7071 2.0412 -0.1948
H 1.9823 0.4349 -0.8976
C -0.7118 2.0355 1.8734
H 0.2958 2.4701 1.8358
H -0.7528 1.3556 2.7318
H -1.4265 2.8438 2.0708
C -3.6251 1.6321 0.5810
H -3.4955 2.4886 1.2528
H -4.0988 0.8265 1.1640
H -4.3236 1.9197 -0.2156
C -3.1851 0.6198 -2.3591
H -3.2978 1.6123 -2.8450
H -4.1660 0.3379 -1.9422
H -2.9220 -0.0963 -3.1520
C -0.1237 0.0944 -2.8083
H -0.3543 0.8685 -3.5603
H -0.5072 -0.8577 -3.2040
H 0.9657 0.0027 -2.7289
C 3.9657 -2.2265 -0.0375
C 4.3296 -2.5477 -1.2900
C 3.9602 -3.7681 -2.1033
C 3.0928 -4.8393 -1.4140
C 1.5966 -4.5109 -1.5151
C 1.2278 -3.0849 -1.2387
C 1.4367 -2.5541 0.1825
C 2.8369 -2.7997 0.7857
H 4.8904 -4.2761 -2.4067
H 3.4366 -4.9938 -0.3871
H 3.4808 -3.4462 -3.0434
H 2.9827 -3.8695 1.0044
H 4.5581 -1.4778 0.5100
H 5.0630 -1.8992 -1.7900
H 2.8457 -2.2936 1.7665
H 1.2561 -1.4619 0.1431
H 1.5515 -2.3603 -1.9948
H 0.7020 -2.9477 0.9222
H 3.2507 -5.8016 -1.9239
H 1.2993 -4.7769 -2.5432
P 0.3887 -5.4296 -0.4633
C 1.0421 -5.9311 1.1196
C 0.1418 -6.9125 -1.4689
P -0.8930 -2.9571 -1.3056
C -1.1407 -4.5265 -0.3262
C -0.9795 -3.6096 -3.0131
C -2.9165 -2.4920 -1.2942
H 0.9366 -5.1278 1.8660
H 2.0965 -6.2377 1.0505
H 0.4471 -6.7997 1.4481
H -0.0161 -7.7571 -0.7871
H 1.0233 -7.1085 -2.0962
H -0.7377 -6.7974 -2.1146
H -3.4046 -3.4724 -1.2277
H -3.1583 -2.0011 -2.2456
H -3.4104 -1.8705 -0.4783
H -1.3782 -4.3708 0.7474
H -1.9587 -5.1370 -0.7517
H -1.5710 -2.8939 -3.5950
H -1.4847 -4.5853 -3.0385
H -0.0045 -3.6986 -3.5050
Te -3.2265 -1.7961 2.8131
C -2.6035 -0.1143 3.9580
C -3.4425 1.0158 4.0339
C -3.0107 2.1501 4.7352
C -1.7908 2.1222 5.4262
C -0.9904 0.9752 5.4025
C -1.3845 -0.1492 4.6693
H -4.4164 0.9951 3.5400
H -3.6314 3.0497 4.7438
H -1.4690 3.0065 5.9854
H -0.0483 0.9580 5.9618
H -0.7765 -1.0532 4.6290
```

Results
- HOMO-LUMO gap: 7.18 eV
- Net charge: +1
- Energy relative to the best compared isomer or geometry (same formula, charge and spin): 0.789 eV
- E: -57726.3124 eV
- LUMO: -2.3 eV
- E_HOMO: -9.515 eV



[4]
# C29H46P2Tm

A molecular structure, C29H46P2Tm in a non-equilibrium geometry (ωB97M-V with the def2-TZVPD basis set, OMol25).

```
78
Properties=species:S:1:pos:R:3
Tm 1.3595 -0.5816 0.8522
C -0.4460 -0.8667 2.6743
C -0.3027 -2.0999 1.9615
C 1.7331 -1.6096 2.9882
C 0.7949 -0.5707 3.3200
C 1.0319 -2.5927 2.1963
C -1.7228 -0.1807 2.9975
H -1.6892 0.8881 2.7405
H -1.9369 -0.2538 4.0754
H -2.5641 -0.6371 2.4716
C 0.9728 0.5188 4.3199
H 0.0062 0.7903 4.7659
H 1.3773 1.4215 3.8476
H 1.6527 0.2368 5.1370
C 3.1645 -1.6629 3.3933
H 3.3537 -0.9586 4.2123
H 3.8362 -1.3863 2.5638
H 3.4475 -2.6726 3.7156
C 1.4899 -3.9610 1.8034
H 0.9853 -4.7432 2.3957
H 2.5725 -4.0856 1.9344
H 1.2418 -4.1700 0.7481
C -1.3878 -2.8648 1.2848
H -1.6397 -3.7682 1.8627
H -1.1018 -3.1898 0.2719
H -2.2913 -2.2519 1.1990
C -4.0786 1.6393 -0.7339
C -4.7557 0.9246 -1.6383
C -4.2300 0.2957 -2.9034
C -2.9498 0.8987 -3.5161
C -1.6805 0.1129 -3.0675
C -1.7672 -0.4731 -1.6782
C -1.8609 0.4601 -0.4820
C -2.5778 1.8075 -0.6332
H -5.0283 0.3364 -3.6601
H -2.8679 1.9851 -3.3707
H -4.0393 -0.7703 -2.7246
H -2.1512 2.3832 -1.4623
H -4.6473 2.2128 0.0088
H -5.8330 0.7301 -1.4997
H -2.3738 2.3919 0.2780
H -2.3706 -0.0750 0.3386
H -2.4043 -1.3539 -1.5505
H -0.8681 0.6929 -0.0271
H -3.0097 0.7594 -4.6100
H -1.5664 -0.7312 -3.7757
P -0.0159 0.9288 -3.1564
C -0.1048 2.6896 -2.8400
C 0.4749 0.7439 -4.8957
P 0.1899 -1.3488 -1.3022
C 1.0949 0.1079 -2.0410
C -0.0678 -2.5807 -2.6678
C 2.1571 -2.0879 -0.8852
H 0.0359 2.9379 -1.7769
H -1.0755 3.0764 -3.1876
H 0.7008 3.1521 -3.4313
H 1.0027 1.6570 -5.2056
H -0.4232 0.6227 -5.5186
H 1.1386 -0.1152 -5.0489
H 2.9605 -1.4591 -1.2998
H 2.0847 -3.0283 -1.4451
H 2.4018 -2.3621 0.1876
H 1.5216 0.8171 -1.2820
H 1.9326 -0.2689 -2.6520
H 0.1961 -3.5802 -2.2910
H 0.5946 -2.3447 -3.5141
H -1.1140 -2.6095 -3.0092
C 3.1624 3.8542 2.8355
C 3.9449 2.6979 2.8912
C 3.5842 1.5713 2.1214
C 2.3976 1.5945 1.4017
C 1.6435 2.7524 1.2764
C 2.0367 3.9039 2.0054
H 3.4158 4.7217 3.4532
H 4.8256 2.6564 3.5354
H 4.2414 0.6976 2.1331
H 0.7497 2.8103 0.6458
H 1.4359 4.8168 1.9389
```

Results
- HOMO-LUMO gap (alpha / beta): 7.71 / 7.72 eV
- Net charge: +1
- Energy relative to the best compared isomer or geometry (same formula, charge and spin): 0.000 eV
- 2S+1: 3
- ⟨S²⟩: 2.00
- E: -78918.0392 eV
- LUMO (alpha / beta): -2.3 / -2.3 eV
- E_HOMO (alpha / beta): -9.987 / -9.996 eV



[5]
# C29H47BrN2OP2Ru

A molecular structure, C29H47BrN2OP2Ru in a non-equilibrium geometry (ωB97M-V with the def2-TZVPD basis set, OMol25).

```
83
Properties=species:S:1:pos:R:3
C 3.8902 -6.0574 3.4687
C 4.0983 -6.0810 2.0562
C 5.0382 -7.0433 1.5825
C 5.7717 -7.8010 2.5052
N 5.5960 -7.6942 3.8279
C 4.6712 -6.8593 4.3072
C 3.4132 -5.1779 1.2004
C 2.7630 -4.1734 0.7688
C 2.2865 -2.7668 0.6847
C 0.9497 -2.5120 1.1347
C 0.4725 -1.2101 1.1261
C 1.2347 -0.0106 0.7016
C 2.6684 -0.3355 0.6913
C 3.1677 -1.5925 0.7287
Ru 1.7126 -4.0274 -0.8287
P -0.4930 -2.8107 -1.2945
H 5.2004 -7.1924 0.5229
H 3.1268 -5.4203 3.9017
H 6.5282 -8.5199 2.1670
H 4.5433 -6.8218 5.3900
H 4.2425 -1.7813 0.9219
H 0.4361 -3.2824 1.7083
H 3.3626 0.5202 0.5891
H -0.5270 -1.0371 1.4902
C -1.4164 -1.5166 -2.2879
C -2.1915 -2.0002 -3.5059
H -0.6812 -0.7569 -2.5732
H -2.0760 -0.9929 -1.5824
H -2.8075 -1.1695 -3.8779
H -1.5106 -2.2997 -4.3134
H -2.8619 -2.8337 -3.2675
C -0.5148 -4.4181 -2.1692
C -0.2920 -5.5071 -1.1248
H 0.3048 -4.4014 -2.9135
H -1.4836 -4.4937 -2.6809
H -0.0811 -6.4558 -1.6158
H 0.5762 -5.3330 -0.4031
H -1.1795 -5.5820 -0.4983
C -1.8931 -2.9479 -0.0714
C -3.2635 -3.4108 -0.5822
H -1.9734 -1.9177 0.3098
H -1.5591 -3.5658 0.7734
H -3.8782 -3.7198 0.2756
H -3.8157 -2.6024 -1.0857
H -3.2121 -4.2687 -1.2649
Br 0.6618 0.8615 -0.9847
P 3.3527 -1.4650 -3.4131
C 1.5772 -1.6323 -3.8015
C 1.3119 -1.4806 -5.3045
H 1.0516 -0.8703 -3.2080
H 1.2474 -2.6166 -3.4297
H 0.3725 -1.9736 -5.5805
H 1.2404 -0.4245 -5.5986
H 2.1285 -1.9446 -5.8735
C 3.5248 0.2447 -2.7480
C 4.0965 1.2855 -3.7270
H 4.1365 0.1952 -1.8301
H 2.5157 0.5523 -2.4092
H 3.7788 2.2948 -3.4391
H 5.1915 1.2680 -3.7139
H 3.7582 1.1011 -4.7517
C 3.9455 -2.6210 -2.1648
C 5.0390 -3.5159 -2.7480
H 3.0580 -3.2406 -1.7979
H 4.3182 -2.0438 -1.3103
H 5.5964 -4.0015 -1.9403
H 4.5979 -4.2880 -3.3900
H 5.7335 -2.9140 -3.3454
C -1.2079 3.2820 3.1556
N -0.9290 2.1257 2.3227
C 0.4322 2.0728 1.8617
C -1.9320 1.3680 1.7566
C -3.3224 1.6487 2.2632
O -1.7070 0.5096 0.8894
H -0.3104 3.9079 3.1456
H -1.4335 2.9929 4.1909
H -2.0495 3.8620 2.7753
H 1.0889 2.3970 2.6799
H 0.7880 1.0017 1.4923
H 0.5836 2.7713 1.0222
H -3.6231 2.6759 2.0277
H -4.0032 0.9675 1.7566
H -3.3884 1.4790 3.3461
```

Results
- HOMO-LUMO gap (alpha / beta): 5.25 / 3.56 eV
- Net charge: +4
- Energy relative to the best compared isomer or geometry (same formula, charge and spin): 0.000 eV
- 2S+1: 5
- ⟨S²⟩: 6.16
- E: -127012.6427 eV
- LUMO (alpha / beta): -13.2 / -15.1 eV
- E_HOMO (alpha / beta): -18.484 / -18.632 eV



Q: Among the records above, which one has the highest E?
A: C29H46P2TeY